*w*
Molecular formula: C5H12N2
Method: DFT, ωB97M-V/def2-TZVPD

Bonds (Å) are listed after each position.
CARTESIAN COORDINATES (ANGSTROEM)
1 C -0.66 -2.17 0.11  C2 1.343, H8 1.076, H9 1.079
2 C -0.46 -0.90 -0.27  C1 1.343, C3 1.526, N6 1.407
3 C 0.92 -0.25 -0.34  C2 1.526, C4 1.514, H10 1.094, H11 1.096
4 C 1.42 0.47 0.90  C3 1.514, N5 1.464, H12 1.097, H13 1.088
5 N 2.64 1.26 0.69  C4 1.464, H14 1.004, H15 1.002
6 N -1.47 -0.27 -1.02  C2 1.407, C7 1.438, H16 1.007
7 C -2.15 0.91 -0.57  N6 1.438, H17 1.085, H18 1.074, H19 1.099
8 H 0.22 -2.62 0.56  C1 1.076
9 H -1.63 -2.56 -0.14  C1 1.079
10 H 1.60 -1.01 -0.73  C3 1.094
11 H 0.80 0.39 -1.22  C3 1.096
12 H 1.70 -0.30 1.63  C4 1.097
13 H 0.61 1.07 1.30  C4 1.088
14 H 3.35 1.04 1.36  N5 1.004
15 H 2.40 2.21 0.47  N5 1.002
16 H -2.07 -0.88 -1.55  N6 1.007
17 H -1.53 1.80 -0.45  C7 1.085
18 H -3.05 1.07 -1.13  C7 1.074
19 H -2.64 0.72 0.40  C7 1.099

## Properties
E_HOMO (eV): -8.12
E_LUMO (eV): 1.0
Gap between HOMO and LUMO (eV): 9.11
Charge: 0
SMILES string: C=C(CCN)NC

***

*x*
Molecular formula: C5H12N2
Method: DFT, ωB97M-V/def2-TZVPD

Bonds (Å) are listed after each position.
CARTESIAN COORDINATES (ANGSTROEM)
1 C 1.16 2.32 -0.86  C2 1.350, H8 1.093, H9 1.091
2 C 1.53 1.06 -1.15  C1 1.350, C3 1.499, H10 1.088
3 C 0.96 -0.25 -0.68  C2 1.499, C4 1.540, H11 1.106, H12 1.095
4 C -0.35 -0.19 0.13  C3 1.540, N5 1.466, C6 1.557, H13 1.090
5 N -0.20 0.47 1.43  C4 1.466, H14 1.014, H15 1.012
6 C -0.90 -1.65 0.22  C4 1.557, N7 1.470, H16 1.092, H17 1.095
7 N -1.93 -1.85 1.25  C6 1.470, H18 1.006, H19 1.017
8 H 0.73 2.65 0.09  C1 1.093
9 H 1.21 3.17 -1.54  C1 1.091
10 H 2.33 1.09 -1.89  C2 1.088
11 H 0.82 -0.73 -1.67  C3 1.106
12 H 1.69 -0.77 -0.05  C3 1.095
13 H -1.10 0.38 -0.42  C4 1.090
14 H 0.75 0.44 1.77  N5 1.014
15 H -0.34 1.45 1.22  N5 1.012
16 H -0.06 -2.28 0.54  C6 1.092
17 H -1.30 -1.78 -0.79  C6 1.095
18 H -2.57 -2.56 0.95  N7 1.006
19 H -2.43 -0.98 1.43  N7 1.017

## Properties
E_HOMO (eV): -8.97
E_LUMO (eV): 1.0
Gap between HOMO and LUMO (eV): 9.99
Charge: 0
SMILES string: C=CC[C@H](N)CN

***

*y*
Molecular formula: C5H12N2
Method: DFT, ωB97M-V/def2-TZVPD

Bonds (Å) are listed after each position.
CARTESIAN COORDINATES (ANGSTROEM)
1 C -0.44 -1.76 1.19  C2 1.367, H8 1.059, H9 1.065
2 C 0.03 -0.49 1.32  C1 1.367, C3 1.519, C4 1.540
3 C 1.45 -0.08 1.70  C2 1.519, H10 1.115, H11 1.034, H12 1.089
4 C -0.91 0.67 0.93  C2 1.540, N5 1.501, H13 1.094, H14 1.018
5 N -1.15 0.78 -0.54  C4 1.501, N6 1.412, H15 0.980
6 N 0.10 0.62 -1.18  N5 1.412, C7 1.516, H16 1.094
7 C 0.11 0.77 -2.69  N6 1.516, H17 1.164, H18 1.117, H19 1.108
8 H 0.13 -2.64 1.33  C1 1.059
9 H -1.45 -1.99 0.92  C1 1.065
10 H 1.65 -0.33 2.76  C3 1.115
11 H 1.54 0.94 1.54  C3 1.034
12 H 2.27 -0.59 1.20  C3 1.089
13 H -1.87 0.52 1.45  C4 1.094
14 H -0.46 1.54 1.22  C4 1.018
15 H -1.78 0.10 -0.89  N5 0.980
16 H 0.48 -0.39 -0.99  N6 1.094
17 H -0.36 -0.13 -3.25  C7 1.164
18 H -0.50 1.67 -2.97  C7 1.117
19 H 1.16 0.79 -3.03  C7 1.108

## Properties
E_HOMO (eV): -8.43
E_LUMO (eV): 1.0
Gap between HOMO and LUMO (eV): 9.44
Charge: 0
SMILES string: C=C(C)CNNC

***

*z*
Molecular formula: C5H12N2
Method: DFT, ωB97M-V/def2-TZVPD

Bonds (Å) are listed after each position.
CARTESIAN COORDINATES (ANGSTROEM)
1 C -1.26 2.63 0.02  N7 1.417, H8 1.104, H9 1.090, H18 1.098
2 C 1.68 -1.96 1.08  C3 1.391, H10 1.074, H11 1.077
3 C 0.38 -1.64 0.68  C2 1.391, C4 1.381, N6 1.392
4 C -0.69 -2.50 0.78  C3 1.381, H12 1.083, H13 1.080
5 C 1.03 0.06 -0.99  N6 1.472, H14 1.086, H15 1.098, H16 1.092
6 N 0.21 -0.36 0.15  C3 1.392, C5 1.472, H17 1.008
7 N -0.75 2.32 -1.27  C1 1.417, H19 1.024
8 H -2.17 2.06 0.26  C1 1.104
9 H -0.54 2.38 0.79  C1 1.090
10 H 2.38 -1.16 1.16  C2 1.074
11 H 1.94 -2.98 1.33  C2 1.077
12 H -0.59 -3.41 1.36  C4 1.083
13 H -1.65 -2.24 0.37  C4 1.080
14 H 1.30 1.10 -0.88  C5 1.086
15 H 1.95 -0.55 -1.03  C5 1.098
16 H 0.48 -0.08 -1.93  C5 1.092
17 H -0.76 -0.13 -0.01  N6 1.008
18 H -1.58 3.68 0.08  C1 1.098
19 H -1.36 2.78 -1.95  N7 1.024

## Properties
E_HOMO (eV): -5.83
E_LUMO (eV): -3.1
Gap between HOMO and LUMO (eV): 2.73
Charge: 0

***

The least stable of them is *z*.

***

*w*
Molecular formula: C5H12N2
Method: DFT, ωB97M-V/def2-TZVPD

Bonds (Å) are listed after each position.
CARTESIAN COORDINATES (ANGSTROEM)
1 C 2.13 0.73 0.35  C2 1.502, H8 1.142, H9 1.004, H10 1.102
2 C 1.05 0.14 -0.51  C1 1.502, N3 1.620, C6 1.533, H11 1.193
3 N -0.09 1.22 -0.91  C2 1.620, N4 1.422, H12 1.084
4 N -1.08 0.34 -0.39  N3 1.422, C5 1.471, C6 1.496
5 C -2.10 0.81 0.56  N4 1.471, H13 1.120, H14 1.132, H15 1.055
6 C -0.09 -0.66 0.12  C2 1.533, N4 1.496, C7 1.598, H16 1.050
7 C -0.29 -2.07 -0.60  C6 1.598, H17 1.053, H18 1.129, H19 1.141
8 H 1.81 1.28 1.30  C1 1.142
9 H 2.78 1.41 -0.01  C1 1.004
10 H 2.75 -0.12 0.66  C1 1.102
11 H 1.39 -0.27 -1.58  C2 1.193
12 H 0.16 2.05 -0.25  N3 1.084
13 H -1.81 1.41 1.46  C5 1.120
14 H -2.78 1.36 -0.17  C5 1.132
15 H -2.61 0.00 1.01  C5 1.055
16 H -0.15 -0.69 1.17  C6 1.050
17 H -0.93 -1.75 -1.37  C7 1.053
18 H -0.90 -2.78 0.03  C7 1.129
19 H 0.76 -2.42 -0.88  C7 1.141

## Properties
E_HOMO (eV): -7.68
E_LUMO (eV): 1.1
Gap between HOMO and LUMO (eV): 8.77
Charge: 0
SMILES string: C[C@@H]1NN(C)[C@H]1C

***

*x*
Molecular formula: C5H12N2
Method: DFT, ωB97M-V/def2-TZVPD

Bonds (Å) are listed after each position.
CARTESIAN COORDINATES (ANGSTROEM)
1 C 0.78 -1.57 -2.43  C2 1.353, H5 1.091, H6 1.075
2 C 1.60 -1.23 -1.41  C1 1.353, N3 1.404, H7 1.107
3 N 1.26 -0.33 -0.39  C2 1.404, C4 1.481, H8 1.027
4 C 2.15 0.85 -0.28  N3 1.481, H9 1.072, H10 1.096, H11 1.063
5 H -0.26 -1.26 -2.38  C1 1.091
6 H 1.04 -2.17 -3.28  C1 1.075
7 H 2.56 -1.77 -1.30  C2 1.107
8 H 0.30 -0.01 -0.55  N3 1.027
9 H 1.77 1.47 0.51  C4 1.072
10 H 3.16 0.52 -0.03  C4 1.096
11 H 2.13 1.40 -1.19  C4 1.063
12 C -1.70 1.71 1.23  N13 1.288, H15 1.098, H16 1.118
13 N -1.45 0.46 1.05  C12 1.288, C14 1.454
14 C -2.27 -0.46 1.81  N13 1.454, H17 1.131, H18 1.100, H19 1.109
15 H -1.06 2.45 0.72  C12 1.098
16 H -2.50 2.08 1.92  C12 1.118
17 H -2.89 -1.10 1.11  C14 1.131
18 H -2.99 0.07 2.45  C14 1.100
19 H -1.63 -1.10 2.45  C14 1.109

## Properties
E_HOMO (eV): -7.92
E_LUMO (eV): 1.0
Gap between HOMO and LUMO (eV): 8.94
Charge: 0
SMILES string: C=CNC.C=NC

***

*y*
Molecular formula: C5H12N2
Method: DFT, ωB97M-V/def2-TZVPD

Bonds (Å) are listed after each position.
CARTESIAN COORDINATES (ANGSTROEM)
1 C 1.11 0.86 -2.56  N2 1.252, H8 1.095, H9 1.109
2 N 0.81 1.41 -1.47  C1 1.252, C3 1.457
3 C -0.38 1.41 -0.63  N2 1.457, C4 1.535, H10 1.088, H11 1.085
4 C 0.06 0.83 0.72  C3 1.535, C5 1.541, H12 1.100, H13 1.101
5 C -0.14 -0.70 0.64  C4 1.541, C6 1.509, N7 1.529, H14 1.081
6 C 0.63 -1.65 1.53  C5 1.509, H15 1.101, H16 1.094, H17 1.087
7 N -1.63 -1.02 0.78  C5 1.529, H18 1.003, H19 1.012
8 H 2.01 1.28 -3.02  C1 1.095
9 H 0.39 0.17 -3.05  C1 1.109
10 H -1.12 0.79 -1.12  C3 1.088
11 H -0.74 2.43 -0.72  C3 1.085
12 H -0.39 1.20 1.65  C4 1.100
13 H 1.16 0.88 0.74  C4 1.101
14 H 0.05 -1.02 -0.37  C5 1.081
15 H 0.27 -2.68 1.43  C6 1.101
16 H 0.33 -1.34 2.53  C6 1.094
17 H 1.70 -1.57 1.33  C6 1.087
18 H -2.08 -0.62 -0.03  N7 1.003
19 H -2.05 -0.67 1.62  N7 1.012

## Properties
E_HOMO (eV): -8.89
E_LUMO (eV): 1.1
Gap between HOMO and LUMO (eV): 9.95
Charge: 0
SMILES string: C=NCC[C@@H](C)N

***

The least stable of them is *w*.

***

*w*
Molecular formula: C5H12N2
Method: DFT, ωB97M-V/def2-TZVPD

Bonds (Å) are listed after each position.
CARTESIAN COORDINATES (ANGSTROEM)
1 C -1.32 -0.77 0.94  H4 1.090, H5 1.082, H6 1.081
2 C -0.86 -0.80 -1.87  N3 1.231, H7 1.098, H8 1.131
3 N -1.80 -0.46 -1.16  C2 1.231
4 H -0.64 -1.08 1.73  C1 1.090
5 H -2.08 -0.08 1.27  C1 1.082
6 H -1.74 -1.69 0.57  C1 1.081
7 H -0.92 -0.96 -2.95  C2 1.098
8 H 0.18 -0.94 -1.43  C2 1.131
9 C -0.21 1.91 -0.17  C12 1.505, H17 1.095, H18 1.090, H19 1.090
10 N 2.15 -0.88 0.80  C11 1.376, H13 1.007, H14 1.009
11 C 1.40 0.01 0.07  N10 1.376, C12 1.382, H15 1.082
12 C 0.33 0.73 0.58  C9 1.505, C11 1.382, H16 1.083
13 H 2.76 -1.50 0.30  N10 1.007
14 H 1.77 -1.20 1.67  N10 1.009
15 H 1.77 0.21 -0.93  C11 1.082
16 H 0.28 0.82 1.66  C12 1.083
17 H 0.24 2.84 0.21  C9 1.095
18 H -1.30 1.99 -0.05  C9 1.090
19 H -0.02 1.84 -1.24  C9 1.090

## Properties
E_HOMO (alpha / beta) (eV): -6.99 / -7.50
E_LUMO (alpha / beta) (eV): 0.4 / 0.4
Gap between HOMO and LUMO (alpha / beta) (eV): 7.42 / 7.85
Charge: 0

***

*x*
Molecular formula: C5H12N2
Method: DFT, ωB97M-V/def2-TZVPD

Bonds (Å) are listed after each position.
CARTESIAN COORDINATES (ANGSTROEM)
1 C -0.57 2.09 -1.12  C2 1.538, H8 1.103, H9 1.101, H10 1.096
2 C -0.97 1.56 0.26  C1 1.538, C3 1.546, H11 1.095, H12 1.112
3 C 0.19 0.69 0.80  C2 1.546, C4 1.548, H13 1.105, H14 1.091
4 C 0.33 -0.72 0.18  C3 1.548, N5 1.430, C6 1.369
5 N 1.55 -0.96 -0.54  C4 1.430, H15 1.005, H16 1.003
6 C -0.40 -1.76 0.69  C4 1.369, N7 1.424, H17 1.105
7 N -0.04 -3.06 0.23  C6 1.424, H18 1.016, H19 1.013
8 H -1.31 2.78 -1.56  C1 1.103
9 H 0.36 2.65 -0.99  C1 1.101
10 H -0.52 1.33 -1.91  C1 1.096
11 H -1.14 2.38 0.97  C2 1.095
12 H -1.93 1.01 0.09  C2 1.112
13 H -0.02 0.41 1.85  C3 1.105
14 H 1.08 1.32 0.93  C3 1.091
15 H 2.32 -0.50 -0.08  N5 1.005
16 H 1.60 -1.08 -1.53  N5 1.003
17 H -1.41 -1.57 1.09  C6 1.105
18 H 0.77 -2.88 -0.36  N7 1.016
19 H 0.11 -3.67 1.02  N7 1.013

## Properties
E_HOMO (eV): -7.70
E_LUMO (eV): 1.0
Gap between HOMO and LUMO (eV): 8.72
Charge: 0
SMILES string: CCC/C(N)=C/N

***

*y*
Molecular formula: C5H12N2
Method: DFT, ωB97M-V/def2-TZVPD

Bonds (Å) are listed after each position.
CARTESIAN COORDINATES (ANGSTROEM)
1 C 0.21 0.51 1.91  C2 1.324, H8 1.082, H9 1.087
2 C 0.49 0.12 0.68  C1 1.324, C3 1.514, N6 1.423
3 C 0.34 1.07 -0.48  C2 1.514, C4 1.559, H10 1.090, H11 1.091
4 C -1.07 0.89 -1.14  C3 1.559, N5 1.458, H12 1.091, H13 1.090
5 N -2.17 0.36 -0.35  C4 1.458, H14 1.014, H15 1.013
6 N 0.69 -1.25 0.35  C2 1.423, C7 1.442, H16 1.011
7 C 1.65 -1.62 -0.66  N6 1.442, H17 1.097, H18 1.089, H19 1.091
8 H 0.26 1.54 2.24  C1 1.082
9 H -0.17 -0.17 2.66  C1 1.087
10 H 0.62 2.09 -0.22  C3 1.090
11 H 1.06 0.88 -1.27  C3 1.091
12 H -0.93 0.28 -2.03  C4 1.091
13 H -1.38 1.88 -1.47  C4 1.090
14 H -1.91 -0.14 0.50  N5 1.014
15 H -2.72 1.14 -0.01  N5 1.013
16 H -0.20 -1.72 0.27  N6 1.011
17 H 1.42 -1.18 -1.64  C7 1.097
18 H 2.65 -1.36 -0.32  C7 1.089
19 H 1.62 -2.69 -0.85  C7 1.091

## Properties
E_HOMO (eV): -8.50
E_LUMO (eV): 1.1
Gap between HOMO and LUMO (eV): 9.55
Charge: 0
SMILES string: C=C(CCN)NC

***

*z*
Molecular formula: C5H12N2
Method: DFT, ωB97M-V/def2-TZVPD

Bonds (Å) are listed after each position.
CARTESIAN COORDINATES (ANGSTROEM)
1 C -0.31 -1.27 1.16  C2 1.503, H8 1.099, H9 1.091, H10 1.088
2 C 0.37 -0.13 0.46  C1 1.503, C3 1.336, C5 1.496
3 C 1.51 0.30 0.99  C2 1.336, N4 1.411, H11 1.090
4 N 2.36 -0.39 1.88  C3 1.411, H12 1.006, H13 1.008
5 C -0.10 0.24 -0.91  C2 1.496, C6 1.534, H14 1.098, H15 1.093
6 C -1.60 0.54 -0.97  C5 1.534, N7 1.480, H16 1.090, H17 1.089
7 N -1.97 0.95 -2.35  C6 1.480, H18 1.015, H19 1.014
8 H -0.41 -2.17 0.54  C1 1.099
9 H 0.08 -1.62 2.12  C1 1.091
10 H -1.34 -1.03 1.41  C1 1.088
11 H 1.98 1.23 0.67  C3 1.090
12 H 3.32 -0.16 1.66  N4 1.006
13 H 2.22 -1.38 1.87  N4 1.008
14 H 0.36 1.22 -1.10  C5 1.098
15 H 0.20 -0.44 -1.72  C5 1.093
16 H -1.73 1.47 -0.43  C6 1.090
17 H -2.24 -0.27 -0.61  C6 1.089
18 H -2.97 0.84 -2.51  N7 1.015
19 H -1.52 0.43 -3.09  N7 1.014

## Properties
E_HOMO (eV): -7.78
E_LUMO (eV): 1.0
Gap between HOMO and LUMO (eV): 8.78
Charge: 0
SMILES string: C/C(=C\N)CCN

***

The least stable of them is *w*.